{"formula": "C2H4ClPSi", "method": "ωB97M-V/def2-TZVPD", "de_lowest_kcal_mol": 53.3, "fmax_ev_per_a": 2.71, "homo_ha": [-0.2880, -0.2774], "spin_multiplicity": 1, "e_tot_ha": -1169.468468, "symbols": ["C", "C", "Si", "P", "Cl", "H", "H", "H", "H"], "xyz": [[0.44, -1.10, -0.90], [0.62, -0.11, -0.08], [0.27, 1.02, 1.25], [-0.80, -1.85, -2.14], [-2.42, -0.66, -2.23], [1.36, -1.58, -1.27], [-1.05, 1.34, 1.57], [0.78, 2.35, 1.18], [0.81, 0.59, 2.61]], "lowdin_charge": [-0.561, -0.234, 0.558, 0.423, 0.052, 0.038, -0.109, -0.107, -0.062]}

{"formula": "C43H44N5O3P2SV", "method": "ωB97M-V/def2-TZVPD", "s2": 0.77, "de_lowest_kcal_mol": 33.5, "fmax_ev_per_a": 4.40, "total_charge": 3, "homo_ha": [-0.5878, -0.5878], "spin_multiplicity": 2, "e_tot_ha": -4188.539911, "symbols": ["V", "O", "S", "C", "C", "C", "C", "C", "C", "P", "C", "C", "C", "C", "C", "C", "C", "C", "C", "C", "C", "C", "C", "C", "C", "C", "C", "C", "P", "C", "C", "C", "C", "C", "C", "C", "C", "C", "C", "C", "C", "H", "H", "H", "H", "H", "H", "H", "H", "H", "H", "H", "H", "H", "H", "H", "H", "H", "H", "H", "H", "H", "H", "H", "H", "H", "H", "H", "H", "N", "C", "C", "O", "O", "H", "H", "H", "H", "N", "C", "C", "N", "H", "H", "H", "H", "H", "H", "H", "H", "N", "C", "C", "N", "C", "H", "H", "H", "H"], "xyz": [[0.34, -0.34, 0.19], [1.63, -1.93, 2.66], [0.53, -0.99, 2.51], [0.72, 0.35, 3.68], [1.43, 0.22, 4.86], [1.36, 1.25, 5.79], [0.59, 2.37, 5.53], [-0.09, 2.51, 4.32], [-0.02, 1.48, 3.39], [-0.65, 1.70, 1.69], [0.34, 3.19, 1.33], [1.73, 3.01, 1.34], [2.56, 4.11, 1.21], [2.02, 5.38, 1.06], [0.64, 5.55, 1.04], [-0.20, 4.46, 1.18], [-2.38, 2.20, 1.81], [-3.12, 1.95, 2.96], [-4.42, 2.40, 3.05], [-5.00, 3.06, 1.97], [-4.27, 3.29, 0.81], [-2.96, 2.86, 0.72], [-0.95, -1.72, 3.26], [-1.07, -1.98, 4.61], [-2.22, -2.60, 5.07], [-3.23, -2.96, 4.18], [-3.10, -2.69, 2.82], [-1.95, -2.07, 2.35], [-1.54, -1.81, 0.60], [-1.25, -3.52, 0.04], [-1.71, -3.93, -1.22], [-1.51, -5.23, -1.64], [-0.85, -6.13, -0.82], [-0.36, -5.72, 0.41], [-0.54, -4.42, 0.83], [-3.07, -1.28, -0.21], [-4.21, -2.08, -0.27], [-5.38, -1.58, -0.82], [-5.40, -0.28, -1.30], [-4.26, 0.51, -1.28], [-3.09, 0.00, -0.74], [2.03, -0.66, 5.03], [1.91, 1.17, 6.71], [0.53, 3.16, 6.26], [-0.66, 3.41, 4.11], [2.15, 2.02, 1.49], [3.64, 4.00, 1.25], [2.67, 6.23, 0.95], [0.22, 6.54, 0.92], [-1.27, 4.59, 1.18], [-2.67, 1.42, 3.80], [-4.99, 2.25, 3.95], [-6.03, 3.40, 2.04], [-4.73, 3.82, -0.01], [-2.39, 3.04, -0.18], [-0.29, -1.70, 5.30], [-2.33, -2.82, 6.12], [-4.12, -3.45, 4.54], [-3.90, -2.98, 2.15], [-2.27, -3.24, -1.85], [-1.88, -5.55, -2.61], [-0.72, -7.15, -1.14], [0.17, -6.42, 1.04], [-0.14, -4.10, 1.79], [-4.19, -3.11, 0.08], [-6.26, -2.19, -0.86], [-6.32, 0.12, -1.71], [-4.28, 1.50, -1.69], [-2.17, 0.59, -0.75], [3.23, 1.37, -1.24], [2.26, 2.21, -1.94], [0.86, 2.06, -1.34], [-0.05, 2.82, -1.52], [0.71, 0.99, -0.62], [3.61, 1.89, -0.44], [4.03, 1.21, -1.85], [2.19, 1.88, -2.98], [2.50, 3.28, -1.96], [2.27, -1.09, 0.15], [2.35, -2.16, -0.84], [1.60, -1.65, -2.06], [0.23, -1.37, -1.61], [2.83, -0.29, -0.21], [2.66, -1.42, 1.04], [1.85, -3.06, -0.44], [3.39, -2.43, -1.08], [1.60, -2.38, -2.88], [2.05, -0.72, -2.41], [-0.27, -2.26, -1.59], [-0.31, -0.76, -2.33], [-2.68, 0.36, -4.97], [-1.78, 1.36, -5.13], [-0.85, 1.18, -4.14], [-1.18, 0.08, -3.40], [-2.29, -0.38, -3.93], [-3.49, 0.20, -5.56], [-1.86, 2.10, -5.90], [0.02, 1.77, -3.93], [-2.82, -1.24, -3.57]], "lowdin_charge": [0.652, -0.401, 0.871, -0.366, -0.043, -0.007, -0.006, -0.036, -0.352, 1.146, -0.355, -0.120, -0.052, -0.030, -0.023, -0.051, -0.352, -0.070, -0.040, -0.029, -0.053, -0.127, -0.336, -0.018, -0.005, -0.009, -0.024, -0.325, 1.059, -0.351, -0.108, -0.035, -0.025, -0.032, -0.069, -0.340, -0.081, -0.031, -0.029, -0.065, -0.124, 0.130, 0.131, 0.129, 0.131, 0.107, 0.119, 0.123, 0.126, 0.106, 0.107, 0.120, 0.123, 0.121, 0.107, 0.122, 0.131, 0.130, 0.105, 0.102, 0.123, 0.125, 0.124, 0.109, 0.112, 0.125, 0.123, 0.118, 0.069, 0.026, -0.112, -0.541, 0.153, -0.232, 0.084, 0.114, 0.135, 0.148, -0.033, -0.167, -0.174, -0.062, 0.084, 0.100, 0.130, 0.148, 0.147, 0.115, 0.059, 0.064, 0.097, -0.049, -0.114, 0.025, -0.172, 0.176, 0.129, 0.089, 0.128]}

{"formula": "C19H20Cl5N8O7RbSe", "method": "ωB97M-V/def2-TZVPD", "de_lowest_kcal_mol": 0.0, "fmax_ev_per_a": 0.32, "total_charge": -2, "homo_ha": -0.0933, "spin_multiplicity": 1, "e_tot_ha": -6427.325037, "symbols": ["Rb", "C", "O", "C", "C", "O", "C", "C", "O", "C", "H", "H", "H", "H", "H", "H", "H", "H", "H", "H", "H", "H", "H", "H", "O", "C", "O", "C", "C", "N", "N", "C", "C", "O", "O", "H", "H", "H", "N", "N", "N", "C", "N", "N", "H", "H", "H", "Cl", "C", "C", "C", "Cl", "C", "Cl", "C", "Cl", "C", "Cl", "Se", "C", "N"], "xyz": [[-0.06, 1.42, 0.62], [-1.51, -2.32, 0.98], [-1.91, -0.97, 1.00], [-3.30, -0.83, 1.11], [-3.65, 0.64, 1.13], [-3.12, 1.37, 0.04], [-3.67, 1.05, -1.23], [-2.62, 0.47, -2.15], [-1.70, 1.49, -2.46], [-0.77, 1.08, -3.45], [-1.79, -2.83, 1.92], [-0.43, -2.34, 0.87], [-1.97, -2.85, 0.14], [-3.68, -1.28, 2.04], [-3.79, -1.35, 0.27], [-3.24, 1.11, 2.02], [-4.75, 0.75, 1.17], [-4.06, 1.97, -1.67], [-4.50, 0.34, -1.13], [-3.12, 0.12, -3.07], [-2.11, -0.38, -1.68], [-1.29, 0.92, -4.41], [-0.26, 0.16, -3.16], [-0.05, 1.88, -3.56], [3.85, -3.35, -2.37], [4.52, -2.89, -1.32], [5.65, -3.25, -1.07], [3.84, -1.87, -0.48], [4.48, -1.25, 0.57], [3.60, -0.36, 1.07], [2.43, -0.36, 0.43], [2.55, -1.27, -0.52], [1.40, -1.48, -1.47], [1.68, -2.11, -2.54], [0.30, -1.01, -1.16], [2.93, -2.88, -2.44], [5.47, -1.38, 0.95], [3.74, 0.28, 1.84], [3.68, -0.21, -3.75], [3.52, 0.85, -2.86], [2.53, 1.70, -2.95], [2.80, 2.52, -1.94], [3.91, 2.17, -1.28], [4.36, 1.09, -1.88], [2.91, -0.86, -3.57], [4.54, -0.67, -3.46], [2.17, 3.36, -1.67], [-2.40, 2.93, 4.01], [-1.97, 1.22, 4.21], [-0.73, 0.80, 3.76], [-0.49, -0.54, 3.94], [1.06, -1.20, 3.40], [-1.39, -1.44, 4.51], [-1.01, -3.13, 4.73], [-2.64, -0.97, 4.90], [-3.82, -2.06, 5.57], [-2.94, 0.38, 4.75], [-4.51, 0.97, 5.22], [0.57, 7.06, -1.33], [0.44, 5.35, -0.77], [0.35, 4.25, -0.41]], "lowdin_charge": [0.685, -0.104, -0.246, -0.210, -0.184, -0.168, -0.180, -0.217, -0.188, -0.101, 0.069, 0.073, 0.096, 0.130, 0.123, 0.086, 0.134, 0.132, 0.120, 0.127, 0.118, 0.085, 0.070, 0.073, 0.079, -0.535, 0.053, -0.081, -0.025, 0.009, 0.056, -0.166, -0.586, -0.050, -0.037, 0.039, 0.131, 0.154, 0.140, -0.288, 0.139, -0.211, 0.019, 0.044, 0.065, 0.087, 0.066, 0.598, -0.746, -0.190, -0.720, 0.604, -0.721, 0.622, -0.728, 0.619, -0.727, 0.613, 0.254, -1.030, -0.075]}

{"formula": "C22H24Cl2NO2", "method": "ωB97M-V/def2-TZVPD", "fmax_ev_per_a": 1.29, "total_charge": 1, "homo_ha": -0.3825, "spin_multiplicity": 1, "e_tot_ha": -1978.064607, "symbols": ["C", "C", "O", "C", "C", "C", "N", "C", "C", "O", "H", "H", "H", "H", "H", "H", "H", "H", "H", "H", "H", "H", "H", "Cl", "C", "C", "C", "C", "C", "C", "C", "C", "C", "C", "C", "Cl", "C", "C", "C", "C", "H", "H", "H", "H", "H", "H", "H", "H", "H", "H", "H"], "xyz": [[-3.37, 0.62, -3.46], [-2.61, -0.56, -2.88], [-2.67, -0.38, -1.45], [-1.98, -1.31, -0.73], [-2.08, -0.97, 0.69], [-2.16, -2.01, 1.58], [-2.38, -1.93, 2.90], [-2.37, -3.17, 3.66], [-2.70, -0.69, 3.59], [-1.38, -2.27, -1.21], [-3.33, 0.63, -4.55], [-4.42, 0.60, -3.16], [-2.92, 1.55, -3.10], [-3.09, -1.52, -3.15], [-1.56, -0.57, -3.22], [-2.27, 0.07, 0.95], [-2.00, -3.02, 1.20], [-2.18, -3.98, 2.95], [-1.58, -3.16, 4.42], [-3.33, -3.35, 4.15], [-2.41, 0.18, 2.99], [-3.78, -0.62, 3.80], [-2.17, -0.65, 4.55], [2.83, 4.55, -5.94], [2.56, 3.33, -4.78], [2.10, 2.06, -5.19], [1.77, 1.11, -4.24], [1.89, 1.37, -2.84], [1.51, 0.37, -1.87], [1.48, 0.55, -0.48], [1.44, -0.52, 0.42], [1.81, -0.38, 1.81], [2.45, -1.41, 2.56], [2.82, -1.20, 3.89], [2.54, 0.03, 4.52], [3.01, 0.30, 6.14], [1.92, 1.06, 3.79], [1.57, 0.85, 2.46], [2.41, 2.65, -2.46], [2.74, 3.60, -3.41], [1.99, 1.85, -6.25], [1.41, 0.12, -4.55], [1.19, -0.60, -2.25], [1.51, 1.58, -0.09], [1.31, -1.52, 0.01], [2.66, -2.37, 2.09], [3.32, -1.98, 4.46], [1.73, 2.01, 4.28], [1.08, 1.65, 1.91], [2.57, 2.86, -1.40], [3.13, 4.57, -3.11]], "lowdin_charge": [-0.074, -0.228, -0.031, -0.520, -0.023, -0.096, -0.222, -0.049, -0.033, 0.050, 0.081, 0.084, 0.079, 0.132, 0.112, 0.100, 0.139, 0.086, 0.092, 0.097, 0.073, 0.102, 0.092, 0.763, -0.642, -0.070, 0.008, -0.196, 0.063, -0.053, 0.064, -0.203, 0.010, -0.072, -0.649, 0.744, -0.076, -0.008, 0.009, -0.070, 0.116, 0.128, 0.136, 0.110, 0.139, 0.127, 0.114, 0.114, 0.117, 0.118, 0.116]}